{
  "formula": "C4H10NS2",
  "method": "ωB97M-V with the def2-TZVPD basis set",
  "species": ["C", "C", "C", "C", "N", "S", "S", "H", "H", "H", "H", "H", "H", "H", "H", "H", "H"],
  "xyz": [[-0.910061, -1.552454, 1.215377], [-1.953068, 0.906785, -0.254098], [-0.461652, -0.311217, 0.928254], [-0.429678, 0.226554, -0.384810], [0.430860, 1.309853, -0.612770], [-0.818318, -2.338020, 2.766009], [2.666777, -1.743850, 0.468535], [-1.443960, -2.252015, 0.522364], [-2.027908, 1.435550, 0.634611], [-1.905224, 1.602534, -1.163101], [-2.850460, 0.260720, -0.320621], [0.002024, 0.443850, 1.651295], [-0.451548, -0.539481, -1.337166], [3.537589, -0.813636, -0.069636], [0.314329, 1.738750, -1.595887], [0.652263, 1.995396, 0.042959], [3.681532, -2.303924, 1.104895]],
  "forces_ev_per_a": [[-1.971, -4.780, 3.117], [-0.833, -0.583, -2.796], [2.043, 2.997, 0.041], [-0.428, -0.692, -2.699], [0.187, -0.584, -4.327], [0.221, 1.831, -2.317], [0.515, 1.027, -0.725], [0.768, 1.248, -0.053], [-0.017, 1.349, 1.565], [-0.280, -1.009, 1.481], [0.847, -0.080, -0.093], [-0.945, -1.581, -0.338], [-0.026, 1.830, 2.582], [-0.808, -0.604, 0.301], [0.371, -0.976, 2.357], [0.138, 0.950, 1.523], [0.217, -0.342, 0.381]],
  "total_charge": 1,
  "total_energy_ev": -27459.59724,
  "homo_energy_ev": [-12.99, -13.00]
}